The following is a DFT calculation (ωB97M-V with the def2-TZVPD basis set) of a molecular structure, C3H3ErLiO2 at a distorted geometry.

Structure (XYZ):
```
10
Properties=species:S:1:pos:R:3
Er -3.07 -1.43 -1.06
O 0.92 -0.38 1.78
O -1.26 -0.36 0.15
C 1.12 0.40 0.85
C -0.37 0.54 -0.24
C 0.77 0.29 -0.92
Li -0.64 -1.17 1.75
H 0.84 -0.36 -1.79
H -0.14 1.22 -1.48
H 1.82 1.25 0.97
```

Values from the calculation:
Total charge: +2
Energy relative to the best compared isomer or geometry (same formula, charge and spin): 139.1 kcal per mole
F_max: 3.931 eV/Å
Total energy: -35054.54359 eV
<S²>: 6.0263
Multiplicity: 5